Entry 1:
The following is a DFT calculation (wB97M-V/def2-TZVPD) of a cluster of 3 separate species, C4H16NO2 in total at a distorted geometry.

Geometry (Å):
1 C -1.597 0.924 -1.181
2 C -0.983 0.483 0.125
3 N -0.369 -0.890 0.085
4 C 0.827 -0.950 -0.817
5 C 1.370 -2.354 -0.863
6 H -0.978 0.812 -2.068
7 H -1.884 1.975 -1.135
8 H -2.535 0.386 -1.325
9 H -0.231 1.130 0.584
10 H -1.727 0.468 0.919
11 H -1.033 -1.631 -0.128
12 H 0.049 -1.060 1.014
13 H 1.562 -0.266 -0.438
14 H 0.540 -0.642 -1.815
15 H 0.647 -3.103 -1.203
16 H 2.246 -2.469 -1.494
17 H 1.711 -2.721 0.106
18 H 1.207 0.187 2.640
19 H 0.249 -0.416 3.630
20 O 0.592 -0.552 2.737
21 H 0.814 3.654 -0.112
22 H -0.665 3.549 0.135
23 O 0.185 3.488 0.604

* relative energy (zero: lowest compared OMol25 entry of this formula, charge and spin): 17.3 kcal per mole
* 2S+1: 1
* HOMO-LUMO gap: 12.1 eV
* total charge: +1

Entry 2:
The following is a DFT calculation (wB97M-V/def2-TZVPD) of the molecule C6H6F4I2 at a distorted geometry.

Geometry (Å):
1 C 0.208 -0.103 -0.722
2 C -0.118 -0.240 0.845
3 C -0.168 1.388 -0.656
4 C -0.767 1.186 0.760
5 C 1.605 -0.378 -1.267
6 C -0.960 -1.469 1.188
7 F 0.857 2.289 -0.631
8 F -0.995 1.902 -1.578
9 F -2.187 1.228 0.704
10 F -0.406 2.013 1.743
11 I -1.286 -1.062 -1.922
12 I 1.731 -0.019 1.992
13 H 1.632 -0.912 -2.159
14 H 2.097 -1.090 -0.723
15 H 2.104 0.531 -1.361
16 H -1.960 -1.304 0.891
17 H -0.915 -1.603 2.218
18 H -0.470 -2.356 0.679

* relative energy (zero: lowest compared OMol25 entry of this formula, charge and spin): 0.0 kcal per mole
* 2S+1: 1
* SMILES string: C[C@]1(I)C(F)(F)C(F)(F)[C@]1(C)I
* HOMO-LUMO gap: 9.3 eV

> Which formula does entry 1 have?

C4H16NO2